No. 1
Below is a molecular structure, C27H28NOPS2SeSr in a non-equilibrium geometry, with properties calculated with wB97M-V/def2-TZVPD.

Cartesian coordinates (Å):
Sr 0.32191 0.69775 -0.05287
O -0.23892 -0.97854 -3.21915
C -0.70724 -2.20878 -2.69060
C 0.23395 -2.74527 -1.64093
C 1.07042 -3.82577 -1.87566
C 1.91763 -4.25902 -0.86703
C 1.90268 -3.59638 0.34919
C 1.04451 -2.51904 0.49336
N 0.22512 -2.10117 -0.47379
H -0.80491 -0.27900 -2.83182
H -0.79918 -2.93708 -3.49947
H -1.69077 -2.06791 -2.23413
H 1.05225 -4.31431 -2.84051
H 2.58253 -5.09712 -1.03128
H 2.54955 -3.88511 1.16516
H 1.02710 -1.96516 1.42895
C -5.93420 -3.68687 0.61035
C -5.03405 -2.59790 0.09214
C -5.12196 -2.14525 -1.21502
C -4.30104 -1.13484 -1.70885
C -4.46114 -0.69708 -3.13754
C -3.33944 -0.55565 -0.86775
Se -2.25164 0.86807 -1.57163
C -3.23292 -1.00955 0.45631
C -2.19766 -0.47535 1.40785
C -4.08122 -2.01076 0.91315
H -6.64742 -4.00151 -0.15088
H -6.49880 -3.35030 1.48170
H -5.35857 -4.56366 0.91355
H -5.85967 -2.58525 -1.87828
H -5.29260 -1.22185 -3.60777
H -3.55355 -0.89185 -3.71430
H -4.63740 0.37753 -3.20101
H -2.13068 0.61574 1.34941
H -1.23264 -0.94296 1.17843
H -2.42496 -0.74651 2.43809
H -3.98875 -2.34467 1.94222
S 1.61791 0.81263 2.67026
P 2.88345 1.52215 1.29079
S 3.40189 0.19764 -0.09962
C 4.30747 2.34990 2.03525
C 4.26127 3.69890 2.36874
C 5.35191 4.29723 2.98191
C 6.48508 3.54886 3.26575
C 6.53147 2.20149 2.93347
C 5.44576 1.60074 2.31683
C 1.92643 2.84618 0.38181
C 2.10387 2.96306 -0.99977
C 1.12932 3.56032 -1.79161
C -0.03655 4.04677 -1.21277
C -0.19110 4.00505 0.16796
C 0.78828 3.41806 0.96109
H 3.37797 4.28600 2.14840
H 5.31680 5.34842 3.23641
H 7.33574 4.01750 3.74335
H 7.41724 1.61920 3.15091
H 5.47946 0.55434 2.04049
H 2.97674 2.51471 -1.45587
H 1.26412 3.60748 -2.86420
H -0.82763 4.44493 -1.83364
H -1.08850 4.39950 0.62558
H 0.63529 3.32132 2.02889

Properties
HOMO-LUMO gap, eV: 7.00
Net charge: 0
Lowest unoccupied orbital energy, eV: -0.21



No. 2
Below is C3H8BNO in the gas phase in a non-equilibrium geometry, with properties calculated with wB97M-V/def2-TZVPD.

Cartesian coordinates (Å):
B 1.52441 1.41620 0.18090
C -1.15228 1.23251 -0.11488
C -1.14656 -0.28733 -0.35845
C -0.03730 -1.15919 0.41370
N 1.25269 -1.00403 -0.24466
O 1.92177 0.23465 -0.09048
H 2.29707 2.23905 0.34252
H -1.95279 1.65027 0.52866
H -1.29156 1.73750 -1.09471
H -2.07451 -0.83321 -0.09990
H -0.83553 -0.50630 -1.44549
H 0.08988 -0.96418 1.51150
H -0.48052 -2.12262 0.26605
H 1.88522 -1.63332 0.20523

Properties
HOMO-LUMO gap, eV: 8.40
Net charge: 0
Lowest unoccupied orbital energy, eV: 0.69



No. 3
Below is 2 unconnected molecules or ions with the total composition C3H9N3O in a non-equilibrium geometry, with properties calculated with wB97M-V/def2-TZVPD.

Cartesian coordinates (Å):
H -2.02361 1.54860 -1.08162
N -2.03717 1.73457 -0.08187
C -1.29435 0.98295 0.60077
N -0.70257 -0.31729 0.16724
N -0.91849 -0.67083 -1.15218
O -0.65707 -1.40775 1.09265
H -1.26229 1.04060 1.68411
H -0.09073 -1.11420 -1.54723
H -1.70851 -1.30467 -1.22010
H 0.28961 -1.62259 1.17558
C 1.26159 0.47957 0.38562
C 2.12906 -0.24614 -0.34148
H 1.37428 0.51939 1.46177
H 0.64624 1.47020 0.13197
H 2.92702 -0.78938 0.14307
H 2.06698 -0.30306 -1.41829

Properties
HOMO-LUMO gap, eV: 9.10
Net charge: 0
SMILES: [H]/N=C\N(N)O.C=C
Lowest unoccupied orbital energy, eV: 0.79



No. 4
Below is a molecular structure, C24H28Cl3KN4O2Si, with properties calculated with wB97M-V/def2-TZVPD.

Cartesian coordinates (Å):
K 0.15951 0.74380 -1.02359
C -4.53356 -2.43718 4.09709
C -3.96533 -1.67698 2.93371
C -4.50484 -0.53170 2.46627
C -3.94995 0.16990 1.34114
C -4.39933 1.35303 0.80791
N -5.29064 2.25808 1.23587
C -5.94706 2.36205 2.53254
C -4.97577 2.43873 3.71219
C -3.91231 3.53887 3.60017
N -2.62886 3.10079 4.13150
C -1.76909 2.42283 3.36743
C -0.73940 1.60461 3.76153
C -0.49582 1.22900 5.12115
C 0.42708 0.29680 5.44504
C 0.71056 -0.13186 6.85525
C 1.14787 -0.32077 4.36783
C 1.00381 -0.00902 3.05216
C 1.81006 -0.77926 2.09406
N 1.86347 -0.60274 0.84462
C 2.70400 -1.52203 0.08851
C 1.97805 -2.09510 -1.12602
C 0.69624 -2.86202 -0.81730
N -0.39105 -1.98526 -0.40589
C -1.07932 -2.34832 0.58785
C -2.23436 -1.64223 1.16514
C -2.80529 -2.19665 2.26419
C -2.79951 -0.40290 0.60214
O -2.34295 0.13626 -0.40150
C 0.06243 1.05372 2.66203
O -0.06634 1.45990 1.50660
H -5.42035 -1.94343 4.49411
H -3.80300 -2.51978 4.90523
H -4.81352 -3.45281 3.81040
H -5.40924 -0.16343 2.93278
H -3.92616 1.62186 -0.13251
H -5.44873 3.02417 0.60475
H -6.63485 1.52688 2.67838
H -6.56247 3.26093 2.48979
H -4.45271 1.48863 3.81017
H -5.56729 2.56249 4.62200
H -4.21522 4.44930 4.11699
H -3.74400 3.80198 2.55535
H -2.55609 3.00533 5.13278
H -1.90931 2.53669 2.29614
H -1.07343 1.68764 5.91909
H 0.07479 0.39971 7.56264
H 1.75007 0.06359 7.12656
H 0.53991 -1.20264 6.98554
H 1.86118 -1.09981 4.62547
H 2.38860 -1.58905 2.56508
H 3.07884 -2.33630 0.72662
H 3.56882 -0.95704 -0.26940
H 2.66842 -2.77595 -1.62966
H 1.76994 -1.30417 -1.84963
H 0.88381 -3.64958 -0.07064
H 0.37010 -3.35392 -1.73755
H -0.83589 -3.28061 1.12242
H -2.36903 -3.11274 2.65490
Cl -0.50892 0.26483 -4.07733
Si 0.67054 2.14268 -4.30646
Cl 2.39288 1.44050 -3.03581
Cl 1.54341 1.71291 -6.21274

Properties
HOMO-LUMO gap, eV: 5.55
Net charge: 0
Lowest unoccupied orbital energy, eV: -1.04



No. 5
Below is a molecular structure, C26H37Br4N4O8Sr in a non-equilibrium geometry, with properties calculated with wB97M-V/def2-TZVPD.

Cartesian coordinates (Å):
N -1.35706 -4.50292 -5.82598
H -2.00027 -5.10902 -5.33708
H -0.57508 -5.06312 -6.13383
H -1.05288 -3.69730 -5.29820
H -1.70051 -4.05513 -6.66361
Sr 2.31194 2.08438 -6.62160
C -0.89176 0.21988 -0.18877
C 0.18167 -0.42880 -1.08411
O 0.20881 -0.35402 -2.48879
H -0.58868 0.17725 0.85738
H -1.84212 -0.31038 -0.12776
H -0.98814 1.28440 -0.40236
H 0.21026 -1.46265 -0.73995
H 1.14763 -0.13392 -0.67415
C 7.36471 -1.40490 -4.73831
C 7.52997 -0.64381 -5.97612
O 6.37696 -0.48451 -6.79886
H 7.12838 -2.46474 -4.83308
H 6.49748 -1.12508 -4.14022
H 8.28349 -1.39101 -4.15201
H 8.43399 -0.98164 -6.48280
H 7.82405 0.36533 -5.68761
Br 2.22521 -7.09331 -0.96426
C 4.08675 -6.57837 -1.38695
C 5.01198 -7.75229 -1.06517
Br 6.77530 -7.54064 -2.11666
H 4.21566 -5.60056 -0.92287
H 3.96950 -6.37838 -2.45201
H 4.66752 -8.76233 -1.28713
H 5.14113 -7.64874 0.01218
Br -9.33629 1.80396 -0.67608
C -9.22912 0.08600 -1.53147
C -8.08781 -0.74101 -0.93066
Br -7.80474 -2.43902 -1.94230
H -9.31965 0.31856 -2.59252
H -10.07591 -0.57633 -1.35159
H -8.04368 -0.97070 0.13396
H -7.14916 -0.26120 -1.20781
C -1.90468 -8.85404 6.17304
C -2.28223 -7.62624 5.57062
C -1.28774 -6.73308 5.20166
C 0.07757 -6.90852 5.58425
C 0.38753 -8.06741 6.32647
C -0.58588 -9.08043 6.60321
N 1.13610 -6.00899 5.09248
O 0.82108 -4.89021 4.68586
O 2.24192 -6.46931 5.07131
H -2.71985 -9.55778 6.25464
H -3.29065 -7.51355 5.20076
H -1.51040 -5.90095 4.55021
H 1.37959 -8.27881 6.69733
H -0.31623 -10.02361 7.05498
C 3.87604 5.62974 3.48863
C 5.23095 5.42278 3.28438
C 5.69262 4.98502 2.05519
C 4.87169 4.64031 1.01867
C 3.51223 4.79134 1.15539
C 3.04725 5.34267 2.38939
N 5.38579 4.09238 -0.25771
O 6.62446 3.95988 -0.38362
O 4.60013 3.84274 -1.18141
H 3.50101 6.01428 4.42558
H 5.90541 5.46692 4.12673
H 6.76467 5.01415 1.92764
H 2.85251 4.66539 0.30963
H 2.02107 5.67155 2.46148
C -5.11178 10.10391 1.47601
C -4.14750 9.19291 1.03903
C -4.41408 8.31268 0.00974
C -5.52236 8.45128 -0.77496
C -6.49535 9.40029 -0.41112
C -6.34471 10.22888 0.67820
N -5.68143 7.60508 -1.94285
O -5.11933 6.50717 -1.98760
O -6.57049 8.00761 -2.72683
H -4.93572 10.87487 2.21155
H -3.28239 9.18118 1.68545
H -3.59941 7.65871 -0.26419
H -7.38722 9.40164 -1.02019
H -6.96943 11.06365 0.95978

Properties
HOMO-LUMO gap, eV: 2.44
Net charge: +1
Lowest unoccupied orbital energy, eV: -5.50



No. 6
Below is C16H21N5O2S in the gas phase in a non-equilibrium geometry, with properties calculated with wB97M-V/def2-TZVPD.

Cartesian coordinates (Å):
C -1.55477 -0.08812 3.12244
C -0.03550 -0.06851 3.18772
O 0.46128 -0.57929 1.96486
C 1.79977 -0.87840 1.87621
C 2.75419 -0.53952 2.81979
C 4.08125 -0.89516 2.62438
C 4.46113 -1.58516 1.49051
C 3.51813 -1.92736 0.53513
C 2.19044 -1.58023 0.71969
N 1.17859 -1.87108 -0.20092
C 1.26240 -2.54751 -1.36720
O 2.22489 -3.14667 -1.78106
C -0.04410 -2.56410 -2.16755
S -1.11425 -1.12303 -1.91109
C -0.00069 0.10960 -2.39619
N 1.19057 -0.09596 -2.92053
N 1.70412 1.10242 -3.13589
N 0.91194 2.02194 -2.77958
N -0.19700 1.44956 -2.29625
C -1.29497 2.22419 -1.78955
C -1.60027 1.92257 -0.30518
C -3.05082 1.43198 -0.27231
C -3.68699 2.09371 -1.49115
C -2.60261 1.95974 -2.55460
H -1.90666 -1.10254 2.95390
H -1.90676 0.54128 2.31042
H -1.96451 0.27794 4.05924
H 0.31301 -0.69300 4.02040
H 0.32662 0.95755 3.34006
H 2.47921 0.00661 3.70824
H 4.81329 -0.62353 3.36956
H 5.49363 -1.85884 1.34065
H 3.80002 -2.46168 -0.35624
H 0.27972 -1.48446 0.06601
H 0.20357 -2.63373 -3.22646
H -0.64305 -3.42974 -1.87825
H -0.97352 3.26150 -1.91604
H -0.90774 1.18401 0.09815
H -1.49218 2.83578 0.27969
H -3.08299 0.34814 -0.38862
H -3.55500 1.69811 0.65516
H -3.88380 3.14719 -1.28731
H -4.61841 1.61692 -1.78897
H -2.59859 0.93985 -2.94285
H -2.73258 2.64700 -3.38843

Properties
HOMO-LUMO gap, eV: 8.59
Net charge: 0
SMILES: CCOc1ccccc1NC(=O)CSc1nnnn1C1CCCC1
Lowest unoccupied orbital energy, eV: 0.37